Density functional theory data (the ωB97M-V functional and the def2-TZVPD basis) for a molecular structure, C18H25BCdN8O3 in a non-equilibrium geometry.

## Properties
E_HOMO   -7.48 eV

Each line ends with the Löwdin charge.
CARTESIAN COORDINATES (ANGSTROEM)
H  0.303532  2.759579  -0.707346  0.09
N  -0.140509  1.274976  -2.177624  -0.06
B  -0.625095  0.057563  -4.410643  -0.50
N  -0.219937  1.309820  -3.557430  -0.03
C  0.067981  2.557573  -3.989825  -0.08
Cd  -0.130634  -0.531299  -0.762782  1.37
H  0.077437  2.772632  -5.051165  0.12
C  0.323909  3.350777  -2.881519  -0.08
H  0.594922  4.391144  -2.889287  0.09
C  0.182162  2.519907  -1.759127  -0.15
H  -0.573853  0.299814  -5.581552  0.11
C  -1.656756  -1.723688  0.889670  -0.24
H  -1.968413  -1.874429  1.923357  -0.05
H  -1.074530  -2.610083  0.589946  -0.07
H  -2.514208  -1.616380  0.195725  -0.08
N  -2.074424  -0.319322  -3.987116  -0.05
N  0.355843  -1.091556  -4.013182  -0.03
N  -2.393348  -0.430925  -2.650502  0.01
N  0.493009  -1.505670  -2.700369  -0.07
C  -3.180738  -0.520738  -4.739955  -0.09
C  1.210159  -1.791536  -4.794612  -0.07
H  -3.122010  -0.455924  -5.809373  0.11
H  1.248036  -1.597239  -5.854423  0.12
C  -4.243596  -0.787896  -3.876349  -0.08
C  1.915078  -2.673878  -3.976935  -0.07
C  -3.695444  -0.708825  -2.572660  -0.17
C  1.449302  -2.456733  -2.673629  -0.16
H  -5.255122  -1.024008  -4.145442  0.08
H  2.671926  -3.372548  -4.288292  0.09
H  -4.206917  -0.844509  -1.634482  0.09
H  1.770320  -2.907408  -1.736900  0.10
H  -1.509098  -0.295397  2.327167  0.06
C  0.657668  -1.820245  4.506973  -0.06
C  0.695414  -0.368574  4.944684  -0.17
C  1.211446  0.523210  3.798819  -0.31
C  1.225729  2.042340  4.086601  -0.15
C  -0.124394  2.577171  4.501652  -0.08
C  2.627738  0.129253  3.415455  -0.38
O  3.499231  -0.196451  4.215248  0.11
N  2.900276  0.218987  2.057704  0.21
C  1.972034  0.045192  1.041986  -0.51
O  2.321281  -0.218359  -0.121399  0.00
N  0.646448  0.156173  1.389266  0.11
C  0.283949  0.322160  2.629763  -0.31
O  -1.016575  0.316467  2.941156  0.08
H  0.033539  -1.950367  3.611920  0.07
H  0.229415  -2.434342  5.304401  0.09
H  1.668344  -2.184452  4.288605  0.09
H  -0.308542  -0.034586  5.236245  0.11
H  1.352436  -0.237381  5.816418  0.13
H  1.988916  2.237116  4.856683  0.14
H  1.569031  2.542484  3.166059  0.13
H  -0.511825  2.020641  5.356987  0.08
H  -0.016969  3.626368  4.787974  0.09
H  -0.838880  2.505771  3.677286  0.08
H  3.855324  0.027611  1.786153  0.17

Atomic forces in eV per Å
-0.06 -0.19 -0.24
0.30 1.24 -0.30
-0.46 -0.11 1.17
0.37 0.36 1.14
-0.11 -0.54 0.68
-1.96 -0.26 0.06
-0.04 0.02 0.24
0.08 0.24 0.03
-0.02 0.07 0.00
-0.22 -0.83 -1.53
0.12 -0.03 -0.02
0.46 0.34 -2.11
-0.11 -0.01 0.06
-0.45 -0.14 0.26
0.16 -0.42 0.70
-0.55 -0.09 0.99
0.41 -0.65 0.97
0.05 -0.13 -0.26
0.83 -0.58 -0.78
-0.20 -0.16 1.07
-0.28 0.01 1.22
-0.08 -0.03 -0.17
0.03 -0.09 0.05
0.54 0.14 -0.17
0.10 0.03 -0.26
0.65 0.10 -1.55
-0.66 0.81 -1.01
-0.14 0.05 -0.07
0.01 0.00 -0.02
0.18 0.01 0.12
-0.20 0.12 -0.30
0.33 0.17 -0.93
-0.03 -0.29 0.08
0.16 0.44 0.37
-0.32 -0.43 -0.01
0.59 0.14 -0.01
-0.14 0.37 0.06
1.01 -0.43 0.96
-1.37 0.73 -1.20
0.48 -0.30 -0.51
0.86 -0.05 -0.32
-0.75 0.44 1.84
0.14 0.63 0.51
-1.04 -0.32 -0.89
1.39 -0.09 0.02
0.13 -0.08 0.21
0.11 -0.03 -0.18
-0.21 -0.04 0.06
0.34 -0.11 -0.14
-0.10 -0.03 -0.27
-0.24 -0.14 -0.17
-0.04 -0.02 0.28
-0.07 0.19 -0.08
-0.11 -0.10 -0.01
0.03 0.12 0.29
0.09 -0.05 0.07